This record from the Open Molecules 2025 dataset describes one molecule with the formula C18H23N3O4. The level of theory is wB97M-V/def2-TZVPD.

```
48
Properties=species:S:1:pos:R:3:nbo_charge:R:1
C 2.880 0.564 3.415 -0.598
C 2.318 -0.219 2.234 -0.397
C 0.910 -0.734 2.537 -0.434
C 0.152 -1.255 1.346 -0.111
C 0.790 -1.829 0.255 -0.146
C 0.074 -2.325 -0.820 -0.255
C -1.308 -2.270 -0.809 -0.203
C -1.967 -1.695 0.263 -0.313
C -1.250 -1.174 1.332 0.372
O -1.868 -0.610 2.433 -0.536
C -2.881 0.346 2.203 -0.068
C -2.276 1.742 1.940 -0.251
N -1.276 1.664 0.903 -0.607
C -1.564 1.832 -0.407 0.645
O -2.590 2.331 -0.814 -0.601
C -0.442 1.324 -1.284 0.192
C 0.846 1.547 -0.938 -0.381
C 1.932 0.963 -1.687 0.652
O 3.110 1.075 -1.418 -0.601
N 1.520 0.191 -2.771 -0.454
C 2.571 -0.450 -3.541 -0.418
C 0.220 -0.019 -3.162 0.808
O -0.069 -0.700 -4.120 -0.632
N -0.760 0.597 -2.389 -0.412
C -2.137 0.398 -2.798 -0.421
H 2.920 -0.062 4.304 0.202
H 3.885 0.912 3.193 0.215
H 2.259 1.431 3.635 0.197
H 2.982 -1.058 2.022 0.200
H 2.304 0.420 1.348 0.206
H 0.975 -1.536 3.279 0.224
H 0.322 0.061 3.004 0.209
H 1.867 -1.888 0.245 0.213
H 0.589 -2.765 -1.660 0.221
H -1.874 -2.678 -1.632 0.222
H -3.047 -1.670 0.273 0.219
H -3.487 0.371 3.111 0.201
H -3.517 0.067 1.357 0.179
H -3.061 2.426 1.612 0.236
H -1.807 2.124 2.849 0.206
H -0.427 1.176 1.146 0.419
H 1.111 2.164 -0.096 0.241
H 2.130 -0.881 -4.436 0.243
H 3.043 -1.229 -2.940 0.208
H 3.325 0.292 -3.798 0.223
H -2.613 1.358 -2.990 0.230
H -2.692 -0.125 -2.021 0.205
H -2.122 -0.202 -3.706 0.251
```

Relative energy (zero: lowest compared OMol25 entry of this formula, charge and spin) ... 83.77 kJ/mol
Charge ... 0
Frontier orbital gap ... 9.09 eV
E_HOMO ... -8.8 eV
Structure (SMILES) ... CCCc1ccccc1OCCNC(=O)c1cc(=O)n(C)c(=O)n1C
LUMO level ... 0.253 eV

---

This record from the Open Molecules 2025 dataset describes one molecule with the formula C18H23N3O5. The level of theory is wB97M-V/def2-TZVPD.

```
49
Properties=species:S:1:pos:R:3:nbo_charge:R:1
C 1.219 1.574 2.757 -0.659
C 0.924 1.651 1.293 0.298
C -0.353 1.727 0.858 -0.411
C -0.689 1.764 -0.538 0.659
O -1.818 1.756 -0.992 -0.623
N 0.422 1.793 -1.383 -0.453
C 0.203 1.867 -2.815 -0.417
C 1.730 1.761 -0.972 0.796
O 2.648 1.814 -1.763 -0.637
N 1.957 1.652 0.393 -0.434
C 3.355 1.495 0.771 -0.208
C 3.906 0.127 0.354 -0.409
C 3.060 -1.038 0.862 -0.417
C 3.480 -2.363 0.228 -0.385
C 2.424 -3.457 0.387 -0.413
C 1.149 -3.177 -0.409 -0.067
O 0.309 -2.333 0.360 -0.506
C -0.861 -1.896 -0.165 0.290
C -1.312 -2.154 -1.458 -0.275
C -2.526 -1.640 -1.891 -0.192
C -3.310 -0.870 -1.058 -0.185
C -2.853 -0.614 0.228 0.036
N -3.638 0.212 1.106 0.535
O -3.098 0.636 2.109 -0.400
O -4.789 0.426 0.805 -0.361
C -1.647 -1.117 0.683 -0.185
H 1.762 0.662 3.000 0.229
H 1.808 2.430 3.083 0.229
H 0.282 1.574 3.307 0.242
H -1.174 1.742 1.555 0.255
H 0.685 2.758 -3.217 0.215
H 0.630 0.991 -3.303 0.208
H -0.872 1.906 -2.977 0.246
H 3.454 1.639 1.844 0.206
H 3.925 2.271 0.252 0.231
H 4.929 0.043 0.723 0.207
H 3.940 0.097 -0.736 0.227
H 3.139 -1.117 1.949 0.194
H 2.014 -0.852 0.619 0.216
H 3.664 -2.208 -0.838 0.195
H 4.417 -2.702 0.674 0.205
H 2.152 -3.566 1.438 0.215
H 2.839 -4.405 0.042 0.214
H 1.403 -2.696 -1.363 0.173
H 0.620 -4.117 -0.620 0.183
H -0.726 -2.753 -2.137 0.222
H -2.853 -1.845 -2.899 0.221
H -4.247 -0.447 -1.383 0.247
H -1.312 -0.918 1.688 0.245
```

Relative energy (zero: lowest compared OMol25 entry of this formula, charge and spin) ... 294.83 kJ/mol
Charge ... 0
Frontier orbital gap ... 8.49 eV
E_HOMO ... -8.7 eV
Structure (SMILES) ... Cc1cc(=O)n(C)c(=O)n1CCCCCCOc1cccc([N+](=O)[O-])c1
LUMO level ... -0.192 eV

---

This record from the Open Molecules 2025 dataset describes one molecule with the formula C18H23NO4. The level of theory is wB97M-V/def2-TZVPD.

```
46
Properties=species:S:1:pos:R:3:nbo_charge:R:1
C -4.611 -0.284 -1.395 -0.604
C -4.123 1.033 -0.803 -0.432
C -3.469 0.842 0.569 0.110
C -3.041 2.168 1.189 -0.639
O -2.378 -0.092 0.521 -0.528
C -1.293 0.180 -0.220 0.786
O -1.149 1.190 -0.873 -0.619
C -0.267 -0.872 -0.156 -0.225
C -0.403 -2.086 0.419 0.290
C -1.631 -2.624 1.082 -0.652
N 0.679 -2.950 0.430 -0.627
C 1.809 -2.839 -0.338 0.694
O 2.718 -3.627 -0.216 -0.579
C 1.745 -1.725 -1.348 -0.487
C 1.060 -0.487 -0.763 -0.255
C 1.972 0.204 0.231 -0.075
C 1.803 0.113 1.599 -0.141
C 2.666 0.753 2.475 -0.254
C 3.716 1.497 1.975 -0.191
C 3.906 1.604 0.607 -0.299
C 3.044 0.961 -0.271 0.312
O 3.160 1.003 -1.630 -0.504
C 4.166 1.805 -2.198 -0.249
H -5.088 -0.110 -2.357 0.213
H -5.332 -0.760 -0.732 0.198
H -3.778 -0.967 -1.546 0.203
H -4.964 1.717 -0.678 0.206
H -3.401 1.497 -1.476 0.233
H -4.178 0.336 1.238 0.185
H -2.356 2.688 0.525 0.238
H -3.915 2.791 1.358 0.213
H -2.543 1.992 2.140 0.213
H -1.810 -2.109 2.024 0.241
H -2.505 -2.460 0.458 0.250
H -1.526 -3.689 1.276 0.208
H 0.640 -3.756 1.042 0.413
H 2.750 -1.488 -1.694 0.250
H 1.169 -2.097 -2.201 0.234
H 0.874 0.227 -1.572 0.269
H 0.978 -0.459 1.996 0.204
H 2.516 0.669 3.540 0.211
H 4.396 2.001 2.645 0.213
H 4.732 2.191 0.237 0.218
H 5.166 1.453 -1.923 0.177
H 4.039 1.715 -3.276 0.201
H 4.057 2.855 -1.909 0.179
```

Relative energy (zero: lowest compared OMol25 entry of this formula, charge and spin) ... 44.23 kJ/mol
Charge ... 0
Frontier orbital gap ... 9.15 eV
E_HOMO ... -8.5 eV
Structure (SMILES) ... CC[C@H](C)OC(=O)C1=C(C)NC(=O)C[C@@H]1c1ccccc1OC
LUMO level ... 0.693 eV

---

This record from the Open Molecules 2025 dataset describes C18H23Si as an isolated structure. The level of theory is wB97M-V/def2-TZVPD.

```
42
Properties=species:S:1:pos:R:3:nbo_charge:R:1
C -6.735 -9.825 -1.872 -1.206
Si -5.436 -9.118 -2.958 1.815
C -3.777 -9.993 -3.072 -1.160
C -6.044 -8.393 -4.541 -1.193
H -4.792 -7.628 -2.212 0.055
H -7.060 -10.830 -2.139 0.296
H -6.449 -9.874 -0.818 0.279
H -7.642 -9.202 -1.872 0.274
H -3.793 -10.864 -3.740 0.287
H -3.006 -9.314 -3.443 0.272
H -3.435 -10.336 -2.093 0.267
H -6.096 -9.122 -5.353 0.291
H -7.052 -7.983 -4.420 0.264
H -5.422 -7.570 -4.887 0.277
C -5.636 -4.918 -3.528 -0.113
C -5.398 -3.648 -4.213 -0.113
C -6.254 -3.229 -5.254 -0.167
C -6.060 -2.018 -5.920 -0.209
C -5.004 -1.158 -5.568 -0.171
C -4.243 -1.514 -4.437 -0.203
C -4.443 -2.705 -3.774 -0.172
C -4.897 -5.374 -2.464 -0.240
C -5.175 -6.648 -1.650 -0.268
C -4.445 -6.692 -0.308 -0.090
C -4.141 -7.960 0.179 -0.208
C -3.422 -8.062 1.362 -0.187
C -3.003 -6.899 2.021 -0.191
C -3.333 -5.647 1.519 -0.202
C -4.068 -5.538 0.355 -0.152
H -6.455 -5.569 -3.893 0.204
H -7.054 -3.888 -5.601 0.212
H -6.698 -1.718 -6.757 0.227
H -4.894 -0.189 -6.043 0.230
H -3.475 -0.835 -4.109 0.223
H -3.790 -2.931 -2.944 0.208
H -3.906 -4.965 -2.230 0.220
H -6.282 -6.697 -1.552 0.242
H -4.386 -8.858 -0.399 0.187
H -3.156 -9.051 1.722 0.226
H -2.444 -7.021 2.942 0.232
H -3.012 -4.757 2.064 0.232
H -4.307 -4.535 -0.007 0.224
```

Relative energy (zero: lowest compared OMol25 entry of this formula, charge and spin) ... 55.48 kJ/mol
Charge ... +1
Frontier orbital gap ... 7.07 eV
E_HOMO ... -11.3 eV
LUMO level ... -4.265 eV